1.
42
Properties=species:S:1:pos:R:3:forces:R:3 method="wB97M-V/def2-TZVPD" lumo_energy_ev=-0.9659 total_charge=0 gap_ev=8.09 e_homo_ev=-9.056
Bi 0.000 0.000 0.000 -0.1 -0.9 -1.3
O -3.624 -2.227 -1.341 1.8 1.0 0.5
S -2.885 -1.168 -0.636 -7.5 -1.4 0.2
O -3.210 -1.139 0.784 1.8 0.2 -0.8
O -1.490 -1.096 -1.061 1.7 -0.7 -0.6
C -3.610 0.347 -1.310 -0.4 0.1 -0.7
C -4.456 0.168 -2.434 0.1 0.2 0.1
C -5.122 1.236 -3.039 0.4 -0.5 0.4
C -4.956 2.514 -2.534 0.4 0.0 0.6
C -4.126 2.707 -1.431 0.2 -0.2 0.2
C -3.442 1.634 -0.800 -0.1 0.1 -0.6
S -2.419 2.181 0.594 -4.9 5.7 -2.0
O -1.728 3.339 0.010 0.4 -1.6 0.8
O -3.435 2.559 1.580 2.0 -1.2 -0.4
O -1.518 1.117 0.988 2.0 -2.5 1.4
H -4.601 -0.830 -2.843 0.2 0.2 0.3
H -5.765 1.056 -3.894 0.1 0.0 0.1
H -5.462 3.360 -2.985 0.1 0.0 0.1
H -3.995 3.713 -1.033 0.0 -0.3 -0.1
C 3.180 1.518 3.958 0.0 -0.1 0.2
N 2.491 0.298 3.584 -0.4 -0.8 1.9
C 3.405 -0.625 2.938 0.0 0.0 0.2
N 4.001 -0.004 1.770 1.6 -1.5 -0.7
C 4.693 1.216 2.140 0.1 0.0 0.1
N 3.777 2.135 2.788 1.1 1.5 0.5
C 2.799 2.701 1.881 0.6 0.4 0.4
P 1.802 1.323 1.280 -1.5 1.8 -0.8
C 1.284 0.536 2.818 0.8 -0.3 1.2
C 3.063 0.181 0.681 0.6 -0.1 0.4
H 3.958 1.295 4.701 0.0 -0.1 -0.4
H 2.505 2.214 4.474 -0.1 -0.1 -0.4
H 2.901 -1.565 2.674 -0.1 0.3 -0.2
H 4.191 -0.927 3.643 -0.1 0.4 -0.1
H 5.173 1.682 1.268 -0.4 0.0 0.0
H 5.528 0.982 2.816 -0.4 -0.1 0.1
H 3.295 3.227 1.057 -0.1 -0.2 0.0
H 2.184 3.449 2.393 -0.1 -0.2 -0.1
H 0.754 -0.404 2.630 0.4 0.3 0.3
H 0.589 1.170 3.380 0.1 0.1 -0.2
H 3.573 0.574 -0.206 -0.1 0.1 0.1
H 2.626 -0.778 0.380 0.1 -0.1 0.1
H -0.042 -1.268 1.368 -0.2 0.6 -0.9

---

2.
176
Properties=species:S:1:pos:R:3:forces:R:3 method="wB97M-V/def2-TZVPD" lumo_energy_ev=-0.4440 total_charge=0 gap_ev=9.39 e_homo_ev=-9.830
C -4.390 19.689 -10.937 0.4 0.4 1.1
C -3.606 18.394 -11.115 -0.1 1.2 0.8
N -4.425 17.303 -11.577 -0.7 -1.0 -0.1
C -3.950 16.025 -11.847 -0.2 0.7 0.0
C -5.024 15.308 -12.226 0.4 -1.7 -0.7
N -6.139 16.081 -12.183 0.7 0.4 0.9
C -5.754 17.276 -11.714 -0.6 0.2 -0.7
C -7.492 15.638 -12.450 -1.0 0.1 -1.0
H -3.686 20.479 -10.663 0.2 0.0 -0.6
H -4.939 19.659 -9.991 -0.7 -0.3 -0.4
H -5.012 20.022 -11.764 0.0 -0.1 0.0
H -3.267 18.142 -10.109 0.4 -0.2 -0.3
H -2.743 18.563 -11.756 0.0 -0.5 -0.1
H -2.906 15.796 -11.761 0.0 -0.1 0.1
H -5.074 14.301 -12.608 0.0 -0.1 0.3
H -6.472 18.061 -11.551 0.3 0.2 0.1
H -8.016 16.429 -12.988 0.0 0.2 0.4
H -8.061 15.325 -11.578 0.3 0.2 0.3
H -7.551 14.818 -13.164 0.8 -0.2 0.2
C -2.176 7.800 -10.864 -0.8 0.1 0.2
C -2.221 8.853 -11.976 0.8 -0.4 1.2
N -2.290 8.147 -13.256 -0.1 0.1 -1.8
C -3.452 7.783 -13.919 0.1 0.4 0.5
C -3.100 7.337 -15.139 -0.8 -0.2 -0.4
N -1.732 7.401 -15.253 -0.7 1.0 1.1
C -1.277 7.900 -14.098 0.1 0.5 1.0
C -0.944 7.058 -16.397 0.7 -0.8 -0.5
H -2.204 8.283 -9.888 0.3 0.1 0.0
H -1.310 7.147 -10.965 0.2 0.2 0.1
H -3.050 7.142 -10.864 -0.1 0.1 -0.2
H -1.300 9.429 -11.878 0.2 -0.2 -0.7
H -2.989 9.624 -11.896 -0.3 -0.7 -0.1
H -4.435 7.924 -13.503 0.1 0.1 0.1
H -3.779 7.059 -15.929 0.3 -0.1 -0.2
H -0.268 8.117 -13.785 0.3 -0.1 -0.4
H -1.433 7.245 -17.351 -0.5 0.1 0.3
H -0.739 5.988 -16.313 0.3 0.1 -0.3
H -0.026 7.640 -16.424 0.0 -0.1 0.3
C 1.597 9.953 -17.406 0.7 0.8 0.2
C 2.655 10.460 -18.396 -0.3 -1.2 0.4
N 2.296 11.750 -18.976 0.2 0.6 0.3
C 3.033 12.910 -18.804 -0.7 0.1 -0.3
C 2.349 13.872 -19.464 0.8 1.5 -0.5
N 1.259 13.342 -20.073 -0.3 -1.6 1.7
C 1.208 12.041 -19.685 -0.3 0.6 -0.5
C 0.274 14.140 -20.794 0.8 0.5 -1.0
H 1.860 8.971 -17.017 -0.1 -0.2 -0.4
H 0.625 10.011 -17.890 -0.2 -0.4 0.4
H 1.613 10.571 -16.507 -0.3 0.2 -0.1
H 2.762 9.707 -19.177 0.1 0.3 -0.3
H 3.627 10.555 -17.918 0.0 0.2 0.0
H 3.921 13.009 -18.206 0.1 -0.3 -0.1
H 2.565 14.925 -19.592 0.2 0.0 0.3
H 0.357 11.394 -19.812 0.1 -0.1 -0.3
H 0.057 15.084 -20.296 -0.4 -0.4 0.6
H -0.589 13.551 -21.083 -0.1 0.0 0.3
H 0.780 14.477 -21.703 -0.2 -0.3 -0.2
C -3.442 20.013 -17.135 0.0 0.6 1.1
N -3.295 19.498 -15.717 0.1 0.1 0.0
C -4.622 19.405 -15.027 -0.9 0.2 -1.6
C -2.706 18.128 -15.873 0.0 -0.3 0.4
C -2.312 20.356 -14.907 -0.8 -1.3 0.3
C -2.525 21.825 -15.038 -0.1 1.4 -0.4
O -3.885 22.165 -14.730 0.2 -0.3 0.0
H -2.433 20.066 -17.532 -0.2 -0.5 -0.5
H -3.824 21.033 -17.128 -0.3 -0.2 0.2
H -4.123 19.322 -17.615 0.3 0.1 -0.5
H -5.197 20.255 -15.389 0.0 0.2 0.6
H -4.572 19.380 -13.947 0.4 0.0 0.0
H -5.149 18.539 -15.433 0.3 -0.3 0.3
H -2.581 17.679 -14.888 0.6 0.3 0.1
H -1.820 18.278 -16.483 0.4 -0.5 0.4
H -3.355 17.440 -16.413 -0.4 0.5 -0.2
H -1.326 19.963 -15.150 0.2 0.6 -0.2
H -2.499 20.043 -13.879 0.1 0.1 0.1
H -2.289 22.223 -16.029 0.1 -0.4 -0.2
H -1.869 22.385 -14.367 0.2 -0.4 0.2
H -3.974 23.116 -14.845 -0.1 0.0 0.0
C -6.238 13.498 -21.070 0.2 0.0 0.2
N -4.763 13.646 -20.781 -0.4 0.7 -0.2
C -4.425 13.063 -19.410 -1.0 -0.3 -1.4
C -4.050 12.925 -21.887 0.9 -0.8 1.4
C -4.397 15.147 -20.851 0.1 -0.8 0.1
C -4.645 15.862 -19.543 -1.2 1.0 -0.8
O -6.036 15.792 -19.176 0.9 -0.7 0.4
H -6.801 14.220 -20.486 0.1 -0.1 0.1
H -6.538 12.478 -20.839 0.0 0.0 0.0
H -6.352 13.695 -22.132 -0.2 0.0 0.0
H -4.969 13.610 -18.645 0.4 0.0 0.0
H -3.346 13.064 -19.308 0.0 0.0 0.1
H -4.865 12.067 -19.433 0.4 -0.3 0.2
H -3.013 13.259 -21.882 -0.1 0.4 -0.5
H -4.578 12.999 -22.828 0.2 0.3 -0.1
H -3.934 11.874 -21.612 -0.6 -0.1 0.0
H -4.990 15.563 -21.663 0.0 0.0 0.0
H -3.335 15.197 -21.086 -0.3 0.0 0.0
H -4.516 16.931 -19.720 0.9 -0.3 0.0
H -3.985 15.492 -18.764 0.0 0.3 0.0
H -5.994 15.375 -18.304 -0.9 0.1 0.1
C 5.399 15.051 -13.596 0.1 -1.0 0.6
N 4.011 14.469 -13.604 0.4 2.0 0.6
C 3.081 15.641 -13.595 -1.4 0.4 -0.9
C 3.841 13.649 -14.856 -0.4 0.5 0.5
C 3.679 13.751 -12.297 0.2 -0.6 -1.8
C 4.609 12.582 -12.010 0.2 0.2 2.1
O 4.836 11.646 -13.016 -0.8 -0.1 0.0
H 6.029 14.171 -13.467 0.5 0.3 -0.6
H 5.591 15.667 -12.718 -0.5 0.1 0.0
H 5.546 15.644 -14.494 0.1 -0.3 -0.2
H 3.160 16.193 -12.665 0.0 -0.2 0.1
H 2.056 15.309 -13.765 0.0 -0.4 0.7
H 3.172 16.331 -14.431 1.0 -0.2 0.0
H 4.781 13.166 -15.098 -0.1 -0.1 0.1
H 3.544 14.359 -15.626 0.0 -0.1 -0.1
H 3.065 12.923 -14.628 0.0 -0.1 -0.3
H 2.654 13.434 -12.500 0.0 -0.3 0.4
H 3.638 14.508 -11.520 0.3 -0.1 0.2
H 4.178 12.158 -11.089 -0.4 -0.5 -0.4
H 5.559 12.884 -11.552 0.2 0.5 -0.7
H 4.117 10.968 -12.899 0.7 0.3 -0.3
C -1.751 13.719 -17.186 -0.2 0.2 0.6
N -1.683 13.622 -15.682 0.7 -1.2 -0.6
C -0.222 13.513 -15.339 -0.8 0.1 1.5
C -2.231 14.811 -14.985 -0.9 -0.3 -0.6
C -2.497 12.448 -15.197 -0.1 0.2 1.8
C -1.866 11.084 -15.279 -0.3 -0.2 -0.3
O -1.554 10.755 -16.635 0.0 -0.2 0.2
H -1.349 14.695 -17.456 -0.1 0.0 -0.2
H -2.784 13.585 -17.498 0.2 0.3 0.2
H -1.154 12.901 -17.578 0.1 0.0 0.0
H 0.219 12.582 -15.684 0.0 0.2 -0.6
H -0.201 13.454 -14.248 0.2 0.2 0.0
H 0.239 14.451 -15.640 0.3 -0.3 -0.3
H -3.304 14.830 -15.183 0.4 0.3 -0.2
H -1.713 15.657 -15.422 0.0 0.3 0.6
H -2.182 14.645 -13.915 0.9 0.3 0.0
H -3.499 12.579 -15.604 0.2 -0.5 -0.5
H -2.668 12.603 -14.125 0.2 0.1 -0.1
H -2.584 10.364 -14.873 -0.3 0.2 -0.1
H -1.004 10.943 -14.623 0.3 0.4 -0.3
H -2.439 10.581 -16.991 0.1 -0.4 -0.5
B -1.497 17.305 -19.390 0.8 1.5 -0.1
F -2.591 17.781 -18.642 -0.1 -0.4 0.4
F -0.904 18.453 -19.954 -0.3 -0.5 -0.5
F -0.488 16.713 -18.611 -0.6 -0.6 0.2
F -2.008 16.386 -20.334 0.7 0.0 -0.1
B -4.970 9.709 -17.327 -1.1 0.1 0.1
F -5.811 8.734 -16.797 0.4 -0.3 0.2
F -5.623 10.204 -18.490 0.5 0.4 0.1
F -4.733 10.717 -16.374 0.0 0.2 -0.3
F -3.705 9.197 -17.676 0.4 -0.3 -0.3
B 1.790 9.612 -12.930 -0.5 -0.3 0.1
F 1.911 9.077 -14.234 -0.2 0.0 0.0
F 1.150 8.687 -12.079 0.2 0.1 -0.4
F 3.083 9.884 -12.449 0.0 -0.1 0.3
F 1.026 10.784 -12.970 0.1 0.2 -0.2
B -5.693 14.905 -16.040 0.3 0.8 -0.3
F -5.783 16.334 -15.922 0.0 -0.4 -0.1
F -4.479 14.631 -16.765 -0.4 0.1 -0.2
F -5.584 14.355 -14.793 -0.2 -0.3 0.3
F -6.737 14.410 -16.810 -0.1 0.1 0.1
B -0.346 16.332 -12.170 0.6 0.4 1.4
F -1.351 16.805 -13.027 -0.4 0.1 -0.6
F 0.751 17.193 -12.239 0.2 0.0 -0.3
F -0.854 16.397 -10.842 -0.2 -0.2 -0.3
F 0.034 15.015 -12.469 -0.2 0.1 -0.3
B -4.393 11.745 -11.432 0.0 -0.6 0.0
F -3.631 12.648 -10.691 0.0 0.3 -0.4
F -4.583 10.588 -10.661 0.2 -0.3 -0.1
F -5.646 12.247 -11.783 -0.1 0.6 -0.1
F -3.708 11.384 -12.662 -0.1 0.3 0.5
B 3.356 16.834 -17.077 0.5 0.6 -0.8
F 2.967 18.161 -17.011 0.1 0.1 0.6
F 3.720 16.591 -18.429 -0.4 -0.7 0.0
F 4.517 16.530 -16.311 -0.1 0.1 0.3
F 2.315 16.009 -16.607 -0.1 -0.4 -0.2

---

3.
79
Properties=species:S:1:pos:R:3:forces:R:3 method="wB97M-V/def2-TZVPD" de_lowest_kj_mol=0.0 s_squared=3.784 lumo_energy_ev="-3.3582 / -5.5625" total_charge=+1 spin_multiplicity=4 gap_ev="5.66 / 3.46" e_homo_ev="-9.022 / -9.022"
Re -2.008 -0.267 0.344 0.2 0.2 0.0
S -6.495 0.923 0.976 -0.2 0.0 0.0
C -5.018 0.472 0.758 0.1 0.0 -0.1
N -3.884 0.128 0.594 -0.1 0.0 -0.1
C -4.672 -3.566 0.430 0.0 -0.1 0.1
S -3.097 -3.331 -0.350 -0.1 0.2 -0.1
C -2.254 -4.813 0.131 0.0 0.0 0.1
O -2.414 -2.264 0.559 0.0 -0.4 -0.1
H -5.130 -4.453 -0.007 0.0 0.0 0.0
H -5.281 -2.692 0.208 0.0 0.0 0.0
H -4.525 -3.688 1.503 0.0 0.0 0.0
H -2.759 -5.648 -0.354 0.0 0.0 0.0
H -2.281 -4.917 1.215 0.0 0.0 0.0
H -1.232 -4.739 -0.236 0.0 0.0 0.0
O 4.043 6.043 -0.089 0.0 -0.1 0.1
S 3.090 6.823 -0.859 0.2 0.1 -0.5
O 2.523 6.120 -1.997 0.0 0.0 0.1
O 3.436 8.202 -1.086 0.0 -0.1 0.0
C 1.698 6.877 0.293 -0.4 0.0 0.4
N 1.562 7.851 1.201 0.2 0.0 -0.2
C 0.571 7.744 2.065 -0.2 0.0 0.2
C -0.321 6.670 2.093 0.2 0.0 -0.2
C -0.098 5.732 1.104 -0.1 -0.3 0.1
N 0.878 5.837 0.217 0.1 -0.1 -0.1
C -0.824 4.447 0.924 0.1 0.2 -0.1
C -0.788 3.870 -0.347 0.0 0.0 0.1
C -1.209 2.581 -0.520 0.1 0.0 0.0
N -1.625 1.799 0.505 -0.2 0.3 0.1
C -1.797 2.407 1.703 0.2 0.0 0.0
C -1.425 3.710 1.939 0.1 0.0 0.1
H 0.475 8.549 2.787 0.0 0.0 0.0
H -1.117 6.603 2.819 0.0 0.0 0.0
H -0.356 4.428 -1.167 0.0 0.0 0.0
H -1.199 2.140 -1.498 0.1 -0.1 0.0
H -2.189 1.798 2.499 -0.1 0.0 0.0
H -1.517 4.109 2.940 -0.1 0.0 0.0
F -2.286 0.741 -2.432 -0.1 -0.1 -0.2
C -2.292 -0.460 -1.791 0.1 0.0 0.0
F -3.543 -0.979 -1.992 0.0 -0.1 0.0
C -1.327 -1.380 -2.606 0.0 0.1 0.0
F -0.917 -2.429 -1.854 0.1 0.0 0.0
F -0.237 -0.704 -2.971 0.0 0.0 0.1
F -1.913 -1.871 -3.686 0.0 0.1 0.0
C 1.521 0.749 -0.954 0.0 0.0 0.0
C 1.250 -0.420 -0.084 -0.1 0.0 0.1
N 0.083 -0.828 0.447 0.3 -0.1 -0.2
C 0.385 -1.967 1.198 -0.1 0.0 0.0
C 1.704 -2.225 1.119 0.0 0.0 0.1
N 2.231 -1.245 0.314 0.0 0.1 0.0
C 3.658 -1.180 -0.052 -0.1 0.0 0.0
N 4.054 -2.370 -0.718 0.2 0.0 0.0
N 4.376 -3.469 0.022 0.0 0.0 0.1
N 4.600 -4.449 -0.754 0.0 0.0 0.0
C 4.430 -4.027 -2.060 0.0 -0.1 0.0
C 4.573 -4.728 -3.262 0.0 0.0 0.0
C 4.328 -4.032 -4.420 0.0 0.1 0.0
C 3.956 -2.669 -4.397 0.0 -0.1 0.0
C 3.818 -1.966 -3.222 0.0 -0.1 0.0
C 4.068 -2.686 -2.049 -0.1 0.1 0.0
H 0.603 1.153 -1.343 -0.2 0.1 -0.1
H 2.128 0.458 -1.810 0.0 0.0 0.0
H 2.041 1.539 -0.408 0.0 0.0 0.0
H -0.377 -2.525 1.708 0.0 0.0 0.0
H 2.319 -3.003 1.537 0.0 0.0 0.0
H 4.242 -1.058 0.858 0.0 -0.1 0.0
H 3.812 -0.321 -0.699 0.0 0.0 0.1
H 4.867 -5.768 -3.268 0.0 0.0 0.0
H 4.429 -4.528 -5.375 0.0 0.0 0.0
H 3.786 -2.160 -5.336 0.0 0.0 0.0
H 3.551 -0.918 -3.225 0.0 0.0 0.0
C -2.257 -2.361 3.938 0.0 0.0 0.0
C -2.745 -1.014 3.472 0.0 0.2 0.1
O -1.803 -0.381 2.543 0.1 -0.3 0.1
H -2.982 -2.775 4.640 0.0 0.0 0.0
H -1.308 -2.281 4.471 0.0 0.0 0.0
H -2.144 -3.057 3.107 0.0 0.0 0.0
H -2.866 -0.323 4.307 0.0 0.0 0.0
H -3.682 -1.064 2.923 0.0 0.0 0.0
H -0.897 -0.503 2.865 0.0 0.0 0.0

---

4.
15
Properties=species:S:1:pos:R:3:forces:R:3 method="wB97M-V/def2-TZVPD" de_lowest_kj_mol=522.4 lumo_energy_ev=-0.4272 total_charge=0 gap_ev=7.63 e_homo_ev=-8.053
C 2.359 0.272 0.982 3.1 -0.5 -0.8
C 0.958 0.224 0.469 0.2 2.2 -1.6
N 0.308 1.446 0.315 0.8 -6.0 1.5
C -1.013 1.391 -0.158 -1.1 -2.8 -2.1
N -1.929 0.458 -0.527 3.1 1.6 1.8
N -1.554 -0.864 -0.170 -2.1 -2.4 0.1
C -0.403 -1.482 -0.676 -1.3 0.7 2.2
C 0.791 -1.181 -0.251 2.6 3.0 -1.1
H 2.721 -0.682 1.613 -1.1 2.2 -1.3
H 2.742 1.256 1.409 -0.9 -1.4 -0.2
H 2.992 0.166 -0.053 -1.2 0.1 2.3
H -1.249 2.347 -0.490 -1.1 1.6 -0.4
H -2.363 -1.605 -0.149 1.7 2.8 -0.4
H -0.464 -2.452 -0.994 -0.9 -2.3 -1.8
H 1.694 -1.648 -0.861 -1.7 1.0 2.0

---

5.
49
Properties=species:S:1:pos:R:3:forces:R:3 method="wB97M-V/def2-TZVPD" lumo_energy_ev=-4.8045 total_charge=+1 gap_ev=7.83 e_homo_ev=-12.631
C 1.440 -0.450 -1.138 0.0 0.2 -0.9
C 0.381 -0.656 -2.266 1.2 -0.7 0.2
N -0.223 0.619 -2.689 -1.1 0.5 1.2
P -1.320 1.240 -1.530 1.2 0.4 -1.1
B -2.681 0.005 -0.921 -2.0 -1.5 2.0
C -3.521 -0.969 -1.842 0.4 0.7 0.2
O -2.936 0.039 0.461 0.8 0.1 -2.1
H 1.388 -1.232 -0.377 -0.2 0.3 0.0
H 2.437 -0.495 -1.593 -0.2 0.1 0.2
H 1.343 0.564 -0.730 0.1 -0.4 0.3
H -0.341 -1.435 -1.973 -0.1 0.4 -0.1
H 0.923 -1.052 -3.134 -0.4 0.1 0.1
H -0.607 0.587 -3.626 0.0 0.1 -0.1
H -0.578 1.741 -0.426 -0.2 -0.2 -0.5
H -1.968 2.372 -2.099 0.3 -0.4 0.2
H -2.858 -1.648 -2.402 -0.3 0.3 -0.1
H -4.190 -1.569 -1.214 0.2 0.2 -0.1
H -4.154 -0.390 -2.539 0.3 -0.3 -0.1
H -2.317 -0.523 0.943 0.1 0.1 0.7
C 3.631 -0.830 3.047 0.5 -0.1 0.1
C 3.211 0.613 3.120 0.3 0.4 0.2
O 1.924 0.592 2.488 -0.1 -0.2 -0.1
C 1.436 -0.662 2.594 0.3 0.1 0.1
O 0.319 -0.972 2.313 -0.2 0.1 -0.3
O 2.373 -1.517 3.052 -0.3 0.1 -0.1
H 4.243 -1.136 3.892 -0.2 -0.1 0.0
H 4.159 -1.068 2.121 -0.1 0.0 0.0
H 3.093 0.965 4.147 -0.1 0.0 0.0
H 3.892 1.279 2.594 -0.2 0.0 -0.1
C 0.206 -4.539 3.289 0.4 0.0 0.0
C -0.908 -3.531 3.389 -0.2 0.3 0.1
O -2.074 -4.337 3.208 0.2 0.0 0.0
C -1.755 -5.609 3.557 -0.1 -0.2 0.1
O -2.539 -6.487 3.677 -0.1 -0.1 0.0
O -0.418 -5.739 3.748 0.0 0.2 -0.1
H 1.062 -4.286 3.911 0.0 -0.2 0.1
H 0.546 -4.689 2.261 0.0 0.0 0.0
H -0.954 -3.055 4.372 0.0 0.0 0.0
H -0.847 -2.764 2.630 -0.2 -0.1 -0.1
C -0.673 5.314 -2.675 -0.3 0.1 0.3
C -0.456 4.243 -3.716 -0.2 -0.3 -0.2
O 0.406 4.879 -4.648 -0.2 -0.1 0.2
C 1.061 5.874 -3.990 0.3 0.3 -0.1
O 1.968 6.483 -4.433 0.2 0.1 -0.1
O 0.531 6.068 -2.754 -0.1 -0.3 0.0
H -0.811 4.911 -1.671 0.2 0.2 0.0
H -1.517 5.965 -2.914 0.0 0.0 0.0
H 0.054 3.360 -3.313 0.1 0.1 0.0
H -1.383 3.931 -4.198 0.1 0.1 -0.2